Here is a single C3H6S3 molecule in a non-equilibrium geometry from the Open Molecules 2025 dataset. Energies are from ωB97M-V with the def2-TZVPD basis set.

The HOMO energy is -8.800 eV. For the gap between HOMO and LUMO, the calculation gives 8.293 eV. The value obtained for the energy relative to the best compared isomer or geometry (same formula, charge and spin) is 28.3 kcal per mole. The LUMO energy comes out at -0.0186 Ha. The electronic energy is -35712.631 eV. Its net charge is 0.

Structure (XYZ):
```
12
C3H6S3, DFT ωB97M-V with the def2-TZVPD basis set
S -1.68794 -1.73589 -0.20574
C -1.34421 -0.17512 -0.16397
S -2.51508 1.10001 -0.10701
C 0.12245 0.37322 0.16767
C 1.14337 -0.67307 -0.32684
S 2.85332 -0.05158 -0.27915
H -3.70166 0.59717 0.28345
H 0.21322 0.59971 1.26877
H 0.19143 1.41106 -0.35944
H 1.20316 -1.49138 0.33651
H 1.04850 -0.74728 -1.39165
H 2.47344 0.79313 0.77740
```